Entry from the Open Molecules 2025 dataset: a cluster of 2 separate species, C7H18N2Si in total (the ωB97M-V functional and the def2-TZVPD basis).

Last columns: bonded neighbours and bond lengths (Å).
Geometry (Å):
1 Si -0.21468 0.54708 0.17762  N3 1.758, C4 1.790, C8 1.891
2 N 1.60239 -1.16106 -0.05633  C5 1.416, C9 1.453
3 N -1.54400 0.14263 -0.89885  Si1 1.758, C10 1.457, H14 1.022
4 C -0.43872 0.66279 1.94992  Si1 1.790, H17 1.057, H22 1.103, H26 1.079
5 C 2.75758 -0.43404 0.32197  N2 1.416, H11 1.103, H15 1.130, H23 1.169
6 C -3.01012 -1.63943 0.16885  C10 1.590, H20 1.121, H24 1.131, H28 1.220
7 C 1.31203 2.97167 0.05692  C8 1.301, H12 1.141, H18 1.199
8 C 0.63979 2.05622 -0.57728  Si1 1.891, C7 1.301, H13 1.168
9 C 1.63953 -1.66017 -1.42074  N2 1.453, H19 1.176, H21 1.094, H27 1.132
10 C -2.88335 -0.16548 -0.41488  N3 1.457, C6 1.590, H16 1.130, H25 1.053
11 H 3.53656 -1.19487 0.14443  C5 1.103
12 H 1.37284 2.91782 1.19523  C7 1.141
13 H 0.81704 2.02895 -1.73113  C8 1.168
14 H -1.32669 -0.01410 -1.88517  N3 1.022
15 H 2.84932 0.61191 -0.09707  C5 1.130
16 H -3.05273 0.56489 0.42992  C10 1.130
17 H -1.06579 1.47433 2.20772  C4 1.057
18 H 2.20450 3.66405 -0.34376  C7 1.199
19 H 0.82916 -2.51028 -1.36442  C9 1.176
20 H -2.43007 -1.67570 1.12799  C6 1.121
21 H 2.69391 -1.94368 -1.49524  C9 1.094
22 H -1.01825 -0.17834 2.36668  C4 1.103
23 H 2.86198 -0.32853 1.48199  C5 1.169
24 H -4.07199 -1.94521 0.40864  C6 1.131
25 H -3.46046 -0.12776 -1.29442  C10 1.053
26 H 0.54709 0.81095 2.36311  C4 1.079
27 H 1.29629 -1.01680 -2.28601  C9 1.132
28 H -2.44312 -2.45783 -0.53572  C6 1.220

Calculated values
Energy above the lowest of the compared OMol25 structures with the same formula, charge and spin, kJ/mol: 516.54
2S+1: 1
Highest occupied orbital energy, Ha: -0.267
Net charge: 0

Just the natural (NBO) charges please, in e? Sure, here they are: 1.89, -0.67, -1.09, -1.22, -0.45, -0.63, -0.36, -0.72, -0.44, -0.21, 0.19, 0.18, 0.23, 0.41, 0.17, 0.19, 0.25, 0.21, 0.19, 0.20, 0.19, 0.27, 0.18, 0.22, 0.20, 0.27, 0.15, 0.22